A molecular structure, C35H40BFeN12OP, computed with wB97M-V/def2-TZVPD.

Each line ends with the Mulliken charge.
Positions of all 91 atoms, in Å:
Fe (1.27115, -1.40476, -0.23752)  -0.218
O (3.84694, -2.65030, -0.47640)  -0.613
N (3.25403, -1.40146, -0.26511)  1.025
C (4.12791, -0.49620, -0.46340)  -0.839
C (4.01064, 0.93194, -0.17697)  1.165
C (5.24132, 1.59338, -0.11010)  -1.080
C (5.31955, 2.92676, 0.24930)  -0.846
C (4.15591, 3.61819, 0.54277)  -0.918
C (2.92946, 2.97488, 0.45904)  -0.543
C (2.83301, 1.63389, 0.09729)  -0.395
P (1.18719, 0.88103, -0.17131)  2.956
C (0.19931, 1.81336, 1.04494)  1.004
C (0.29918, 1.44283, 2.38559)  -0.604
C (-0.26664, 2.23471, 3.37492)  -0.587
C (-0.95472, 3.39308, 3.03609)  -1.046
C (-1.08158, 3.75435, 1.70104)  -0.738
C (-0.50158, 2.97195, 0.70922)  0.059
C (0.74553, 1.63384, -1.78391)  -0.049
C (1.70954, 2.24403, -2.58929)  -1.081
C (1.39056, 2.69849, -3.86360)  -0.798
C (0.10399, 2.54758, -4.35979)  -0.885
C (-0.86694, 1.95188, -3.56399)  -0.875
C (-0.54543, 1.50524, -2.29138)  0.717
H (3.33108, -3.25407, 0.07287)  0.353
H (5.12030, -0.84470, -0.73888)  0.510
H (6.14848, 1.04442, -0.32936)  0.465
H (6.28141, 3.41763, 0.30405)  0.432
H (4.19717, 4.66042, 0.82947)  0.489
H (2.03200, 3.53758, 0.67648)  0.484
H (0.86363, 0.56854, 2.66793)  0.170
H (-0.15517, 1.95052, 4.41316)  0.478
H (-1.37874, 4.01913, 3.81075)  0.403
H (-1.59505, 4.66904, 1.43073)  0.560
H (-0.55895, 3.29422, -0.32515)  0.401
H (2.72218, 2.37557, -2.23605)  0.294
H (2.15366, 3.17514, -4.46472)  0.471
H (-0.14444, 2.90006, -5.35187)  0.425
H (-1.87631, 1.83498, -3.93661)  0.511
H (-1.31912, 1.03260, -1.70040)  -0.208
B (-1.19555, -1.87212, 2.26133)  0.067
N (0.32228, -1.78528, 2.61488)  -0.465
C (0.77045, -1.81345, 3.87596)  -0.514
C (2.14200, -1.64641, 3.86803)  -1.249
C (2.45896, -1.52881, 2.52167)  -0.555
N (1.35449, -1.61759, 1.76466)  0.996
N (-1.41932, -2.17046, 0.75540)  0.008
C (-2.52465, -2.79138, 0.31445)  -0.875
C (-2.59774, -2.65469, -1.05855)  -1.708
C (-1.46213, -1.91290, -1.37967)  -0.556
N (-0.74650, -1.64236, -0.28190)  1.671
H (-1.71948, -0.81996, 2.55872)  -0.208
H (-1.67046, -2.79801, 2.87000)  -0.156
H (0.08146, -1.96247, 4.69079)  0.507
H (2.81307, -1.63166, 4.70833)  0.500
H (3.42792, -1.38791, 2.07244)  0.423
H (-3.16842, -3.30162, 1.01138)  0.557
H (-3.32907, -3.06404, -1.73329)  0.571
H (-1.10936, -1.60296, -2.34939)  0.391
N (1.44943, -1.84974, -4.44533)  0.172
C (1.40260, -0.94642, -3.46591)  -0.348
N (1.41015, -1.57083, -2.30041)  0.489
C (1.44337, -2.89303, -2.66731)  0.003
N (1.46889, -3.09961, -3.95674)  -0.856
C (1.31462, -3.92557, -1.64912)  0.381
C (1.25999, -5.28452, -1.91765)  -0.477
N (1.08331, -6.17247, -0.94851)  -0.533
C (0.94934, -5.69572, 0.28270)  -0.665
C (1.00593, -4.33717, 0.56705)  -0.222
N (1.19819, -3.44361, -0.40589)  0.678
H (1.47734, -1.69537, -5.44105)  0.211
H (1.36972, 0.11353, -3.64084)  0.413
H (1.35986, -5.64752, -2.93282)  0.528
H (0.79677, -6.41158, 1.08041)  0.460
H (0.89594, -3.96558, 1.57540)  0.296
N (-5.72139, 1.80015, 1.00919)  -0.080
C (-4.55027, 2.29879, 1.82145)  -0.932
C (-3.48459, 1.21304, 1.82884)  -0.395
N (-3.08364, 0.78553, 0.51161)  0.718
C (-4.19132, 0.41142, -0.33402)  -0.651
C (-5.30440, 1.45463, -0.39697)  -0.942
H (-6.47199, 2.49101, 0.99709)  0.355
H (-6.09949, 0.96351, 1.46100)  0.401
H (-4.91439, 2.53257, 2.82068)  0.399
H (-4.20358, 3.21077, 1.33592)  0.386
H (-3.86529, 0.34019, 2.37492)  0.552
H (-2.61623, 1.56335, 2.38249)  -0.111
H (-2.44169, 1.42815, 0.07404)  -0.313
H (-4.60925, -0.52920, 0.04640)  0.425
H (-3.84019, 0.20133, -1.34446)  0.392
H (-6.18295, 1.09688, -0.93146)  0.453
H (-4.96317, 2.38742, -0.84578)  0.360

Values from the calculation:
E_tot = -3719.5485 a.u.
Net charge = +2
E_HOMO = -13.160 eV
Energy above the lowest of the compared OMol25 structures with the same formula, charge and spin = 0.00 kcal per mole
HOMO-LUMO gap = 8.414 eV
Molar mass = 742.4 g mol⁻¹
Multiplicity = 1

A gas-phase ion, C10H20BIN3O4 (charge +1), computed with wB97M-V/def2-TZVPD.

Each line ends with the Mulliken charge.
Positions of all 39 atoms, in Å:
C (-2.95021, -2.59680, 2.84343)  -1.347
C (-2.60618, -1.46869, 1.88383)  -0.279
O (-1.46117, -1.75025, 1.07815)  -0.318
C (-0.24162, -1.71721, 1.77954)  -0.793
C (0.83420, -0.94298, 0.98770)  -0.665
N (0.51004, -0.89091, -0.46808)  0.343
C (1.43556, -1.66342, -1.32753)  -0.767
C (2.46462, -0.62276, -1.87065)  -0.796
I (2.25312, -0.48975, -4.02499)  0.145
N (2.04575, 0.61519, -1.21009)  -0.129
B (2.63448, 1.98167, -1.51975)  0.579
C (2.01415, 3.00890, -2.51462)  -1.117
O (3.74274, 2.31055, -0.83966)  -0.548
C (0.74465, 0.40030, -0.92284)  -0.162
N (-0.22898, 1.24838, -1.08859)  0.138
C (-1.58815, 0.96403, -0.64750)  -0.704
C (-1.81385, 1.55505, 0.74319)  0.471
O (-0.94392, 1.56602, 1.55850)  -0.436
O (-3.09290, 1.94045, 0.96874)  -0.450
H (-2.40422, -2.52047, 3.78339)  0.284
H (-2.71073, -3.55642, 2.38535)  0.311
H (-4.01569, -2.59131, 3.06715)  0.438
H (-2.44605, -0.53070, 2.42909)  0.379
H (-3.42407, -1.30878, 1.18074)  0.351
H (0.11512, -2.73041, 1.98770)  0.458
H (-0.37854, -1.22319, 2.74578)  0.404
H (0.93384, 0.06522, 1.38761)  0.418
H (1.80354, -1.43281, 1.10275)  0.580
H (1.85260, -2.51558, -0.79721)  0.355
H (0.87558, -2.04625, -2.17549)  0.436
H (3.51419, -0.83816, -1.70786)  0.672
H (2.81926, 3.55872, -3.00083)  0.297
H (1.36680, 2.58065, -3.27942)  0.403
H (1.44606, 3.76600, -1.95777)  0.401
H (4.08720, 1.62450, -0.25638)  0.340
H (-0.01716, 2.15796, -1.47876)  0.160
H (-1.68355, -0.12143, -0.55721)  0.364
H (-2.31423, 1.32077, -1.37133)  0.407
H (-3.17227, 2.89391, 1.10390)  0.376

Values from the calculation:
E_tot = -1180.6486 a.u.
SMILES = CCOCCN1C[C@@H](I)N(B(C)O)/C1=[NH+]/CC(=O)O
Net charge = +1
E_HOMO = -12.793 eV
Energy above the lowest of the compared OMol25 structures with the same formula, charge and spin = 0.00 kcal per mole
HOMO-LUMO gap = 9.453 eV
Molar mass = 384.0 g mol⁻¹
Multiplicity = 1

A molecular structure, C4BF18O9P3V, computed with wB97M-V/def2-TZVPD.

Each line ends with the Mulliken charge.
Positions of all 36 atoms, in Å:
O (0.48210, -1.54224, -1.39239)  -0.439
V (1.53650, -0.54517, -1.89333)  1.590
P (-2.35854, -2.66748, 1.08850)  1.215
F (-1.44246, -1.39682, 0.60898)  -0.310
F (-2.79608, -3.27591, -0.44142)  -0.397
F (-1.20412, -3.74245, 1.14897)  -0.373
F (-3.55088, -3.70616, 1.62771)  -0.410
F (-2.13754, -2.42337, 2.70093)  -0.371
F (-3.57420, -1.59606, 1.24109)  -0.375
P (-0.30375, 1.42546, -3.30030)  1.315
F (-0.71052, 2.92525, -2.84090)  -0.364
F (-1.80472, 1.31625, -3.90482)  -0.358
F (0.30470, 1.79627, -4.76396)  -0.348
F (0.11993, -0.11653, -3.52172)  -0.417
F (1.23296, 1.64167, -2.70531)  -0.357
F (-0.84988, 0.90920, -1.89473)  -0.241
P (4.36394, -1.10925, -2.26285)  1.225
F (3.37515, -0.18511, -3.09189)  -0.309
F (4.85776, -1.86288, -3.61258)  -0.345
F (5.53154, -0.00523, -2.32043)  -0.335
F (5.27113, -1.99256, -1.31555)  -0.313
F (3.53670, -0.33841, -1.09038)  -0.305
F (3.04826, -2.06336, -2.14389)  -0.372
O (1.02182, 0.76878, -0.04630)  -0.332
C (0.38350, 1.28080, 0.88339)  0.539
O (0.18607, 0.81567, 2.14711)  -0.475
B (-0.87516, 1.64786, 2.75097)  1.030
O (-0.86548, 2.85231, 1.93525)  -0.513
C (-0.34247, 2.65111, 0.79791)  0.656
O (-0.27110, 3.39163, -0.17406)  -0.615
O (-0.68803, 1.88176, 4.22179)  -0.463
C (-1.56637, 1.09502, 4.88065)  0.448
O (-1.66796, 0.95221, 6.07712)  -0.618
C (-2.53081, 0.46285, 3.85362)  0.738
O (-2.14990, 0.85544, 2.64998)  -0.413
O (-3.56206, -0.10053, 4.10285)  -0.588

Values from the calculation:
E_tot = -4621.0933 a.u.
Net charge = -2
E_HOMO (spin up / spin down) = -4.744 / -4.744 eV
Energy above the lowest of the compared OMol25 structures with the same formula, charge and spin = 0.00 kcal per mole
HOMO-LUMO gap (spin up / spin down) = 6.712 / 7.278 eV
Molar mass = 688.7 g mol⁻¹
<S²> = 0.78
Multiplicity = 2

A molecular structure, C36H34BIN10ScSe2, computed with wB97M-V/def2-TZVPD.

Each line ends with the Mulliken charge.
Positions of all 85 atoms, in Å:
Sc (0.73192, -0.13364, 0.35616)  -0.717
C (1.47902, 2.88938, 2.60052)  -1.268
C (1.14519, 3.09671, 1.15785)  0.307
C (1.07746, 4.30072, 0.47358)  -1.783
C (0.75837, 3.95703, -0.82775)  -0.106
N (0.62329, 2.62991, -0.90624)  0.962
N (0.87958, 2.07948, 0.32356)  0.167
B (0.46969, 1.74185, -2.19381)  0.283
N (-0.72201, 0.70941, -2.04226)  0.712
C (-1.74471, 0.56514, -2.88760)  -0.050
C (-2.58093, -0.43807, -2.41988)  -1.722
C (-1.99487, -0.88756, -1.24742)  0.077
C (-2.45336, -1.96862, -0.32480)  -0.918
N (-0.86790, -0.18775, -1.02434)  1.134
N (1.80756, 0.96399, -2.31299)  0.355
C (2.84086, 1.08108, -3.15740)  0.063
C (3.86542, 0.26647, -2.72492)  -1.908
C (3.39608, -0.33060, -1.55719)  0.624
C (4.10600, -1.30739, -0.67941)  -1.311
N (2.15101, 0.10162, -1.30862)  0.452
N (0.15019, 2.54869, -3.41601)  0.444
C (0.32804, 2.20472, -4.72131)  -0.359
C (-0.37580, 3.08847, -5.48833)  -1.254
C (-0.99799, 3.95541, -4.56137)  0.655
C (-1.90500, 5.11430, -4.84725)  -1.380
N (-0.70036, 3.62183, -3.31865)  -0.891
H (1.37376, 3.82579, 3.14456)  0.430
H (2.51042, 2.55365, 2.72360)  0.229
H (0.82128, 2.16105, 3.08030)  0.120
H (1.25243, 5.28912, 0.86486)  0.535
H (0.60053, 4.56998, -1.69933)  0.736
H (-1.82130, 1.17569, -3.77368)  0.482
H (-3.48897, -0.79567, -2.87595)  0.580
H (-3.42190, -2.34524, -0.64696)  0.440
H (-2.55484, -1.60402, 0.69911)  -0.202
H (-1.74424, -2.79697, -0.30883)  0.140
H (2.79929, 1.75120, -3.99953)  0.806
H (4.83166, 0.13204, -3.18173)  0.526
H (5.18158, -1.15423, -0.75121)  0.492
H (3.88521, -2.33162, -0.98673)  0.204
H (3.81498, -1.20458, 0.36377)  0.140
H (0.90611, 1.34201, -5.01015)  0.691
H (-0.43549, 3.11994, -6.56406)  0.454
H (-1.63716, 5.59303, -5.78750)  0.392
H (-1.84516, 5.85407, -4.05119)  0.356
H (-2.94259, 4.78783, -4.92958)  0.250
Se (-3.39179, -0.46655, 3.48265)  0.113
Se (-1.49325, 0.37984, 2.63584)  0.325
C (-2.26011, 2.09091, 2.07594)  0.323
C (-2.76824, 3.00960, 2.97548)  -0.804
C (-3.25769, 4.18965, 2.42494)  -0.510
C (-3.19620, 4.37112, 1.05215)  -0.902
C (-2.64963, 3.36914, 0.25427)  -0.199
N (-2.18978, 2.22805, 0.77016)  0.261
C (-2.74815, -2.27007, 3.58596)  0.702
C (-3.58613, -3.23848, 4.10600)  -0.838
C (-3.08754, -4.53822, 4.11226)  -0.464
C (-1.82033, -4.77460, 3.61782)  -0.924
C (-1.06320, -3.70520, 3.12752)  0.008
N (-1.52848, -2.46093, 3.11142)  0.078
H (-2.77095, 2.83803, 4.04361)  0.490
H (-3.67142, 4.95612, 3.06708)  0.465
H (-3.55964, 5.28232, 0.59675)  0.474
H (-2.56832, 3.48058, -0.82260)  0.464
H (-4.56981, -3.00712, 4.49290)  0.410
H (-3.69272, -5.34665, 4.50040)  0.446
H (-1.40817, -5.77433, 3.60312)  0.481
H (-0.06418, -3.85146, 2.73472)  0.291
I (2.10505, -0.59408, 3.00079)  0.166
C (2.42038, -2.61645, 2.56421)  1.191
C (3.10655, -3.33086, 3.49891)  -0.851
C (3.39872, -4.68827, 3.22320)  -0.707
C (3.01190, -5.23182, 2.03459)  -0.997
C (2.30255, -4.46789, 1.06999)  1.085
C (1.93179, -5.04416, -0.17314)  -1.138
C (1.25293, -4.30634, -1.09409)  -1.335
C (0.90314, -2.96475, -0.80643)  -0.294
C (1.21431, -2.33278, 0.37872)  0.769
C (1.95637, -3.11456, 1.32157)  0.148
H (3.43491, -2.88331, 4.42746)  0.509
H (3.94233, -5.27355, 3.95285)  0.443
H (3.25081, -6.26313, 1.80347)  0.464
H (2.21171, -6.07105, -0.37682)  0.435
H (0.97921, -4.74341, -2.04601)  0.508
H (0.37072, -2.42096, -1.58156)  0.543

Values from the calculation:
E_tot = -7825.6195 a.u.
Net charge = +2
E_HOMO (spin up / spin down) = -12.821 / -12.819 eV
Energy above the lowest of the compared OMol25 structures with the same formula, charge and spin = 18.87 kcal per mole
HOMO-LUMO gap (spin up / spin down) = 6.291 / 3.792 eV
Molar mass = 947.3 g mol⁻¹
<S²> = 0.76
Multiplicity = 2

- Number 2 is which compound?
  C10H20BIN3O4